Version A
4 unconnected molecules or ions with the total composition CH7O5. Source: the Open Molecules 2025 dataset; level of theory: ωB97M-V/def2-TZVPD.

Last column: Löwdin charge in e.
CARTESIAN COORDINATES (ANGSTROEM)
O  0.932  1.394  -0.029  -0.1403
C  0.588  0.804  1.032  -0.6306
O  0.487  -0.416  1.296  -0.1257
H  0.093  1.595  1.618  0.0865
H  -1.056  -1.502  1.060  -0.0123
H  -2.078  -1.763  2.040  0.0158
O  -1.967  -1.869  1.091  -0.1043
H  0.686  -2.342  -0.793  0.0240
H  2.175  -1.908  -0.656  0.0161
O  1.596  -2.657  -0.752  -0.0761
H  -0.177  2.408  -2.491  0.0268
H  -0.620  3.067  -1.230  0.0130
O  -0.662  3.188  -2.187  -0.0929

Properties
Charge = -1
M = 99.06 Da
Orbital gap = 0.3249 hartree


Version B
4 unconnected molecules or ions with the total composition CH7O5. Source: the Open Molecules 2025 dataset; level of theory: ωB97M-V/def2-TZVPD.

Last column: Löwdin charge in e.
CARTESIAN COORDINATES (ANGSTROEM)
O  -0.114  -1.538  -0.849  -0.0970
C  0.137  -1.102  0.288  -0.5900
O  0.479  0.094  0.534  -0.1474
H  -0.072  -1.677  1.244  0.1185
H  0.835  0.308  2.107  -0.0103
H  2.015  -0.473  2.693  0.0003
O  1.319  0.123  2.980  -0.1484
H  -1.842  1.717  -0.501  0.0200
H  -1.346  0.962  0.720  0.0122
O  -1.743  1.820  0.451  -0.0942
H  -0.836  -0.108  -3.462  0.0166
H  0.458  -0.265  -2.677  0.0107
O  0.025  0.299  -3.338  -0.0912

Properties
Charge = -1
M = 99.06 Da
Orbital gap = 0.3428 hartree


Version C
4 unconnected molecules or ions with the total composition CH7O5. Source: the Open Molecules 2025 dataset; level of theory: ωB97M-V/def2-TZVPD.

Last column: Löwdin charge in e.
CARTESIAN COORDINATES (ANGSTROEM)
O  -0.823  -0.485  1.586  -0.0588
C  0.245  -0.109  1.101  -0.5892
O  0.749  -0.403  -0.023  -0.1387
H  0.875  0.563  1.744  0.1166
H  3.631  -0.033  -0.986  -0.0060
H  2.386  -0.347  -0.043  -0.0128
O  3.396  -0.385  -0.131  -0.1360
H  -0.143  0.774  -1.042  0.0012
H  -0.499  2.175  -1.014  0.0390
O  -0.783  1.380  -1.490  -0.0956
H  -2.467  0.222  -1.096  -0.0083
H  -2.278  -0.780  0.120  -0.0081
O  -2.918  -0.346  -0.456  -0.1035

Properties
Charge = -1
M = 99.06 Da
Orbital gap = 0.3455 hartree


Version D
4 unconnected molecules or ions with the total composition CH7O5. Source: the Open Molecules 2025 dataset; level of theory: ωB97M-V/def2-TZVPD.

Last column: Löwdin charge in e.
CARTESIAN COORDINATES (ANGSTROEM)
O  1.188  -0.095  -0.156  -0.1240
C  0.842  0.167  1.035  -0.5807
O  -0.245  -0.145  1.581  -0.1179
H  1.671  0.589  1.501  0.0713
H  -3.336  0.862  1.284  0.0137
H  -2.011  0.238  2.036  0.0495
O  -2.724  1.008  2.032  -0.1642
H  -1.312  -0.489  -0.634  0.0676
H  -1.901  -1.558  -1.663  -0.0009
O  -2.098  -0.705  -1.288  -0.1287
H  3.332  0.374  -2.593  0.0028
H  3.050  0.014  -1.199  -0.0401
O  3.545  -0.260  -1.937  -0.0484

Properties
Charge = -1
M = 99.06 Da
Orbital gap = 0.3326 hartree


The calculated energies rank the structures as follows, beginning with the most stable: version C, version B, version A, version D.


Version A
6 unconnected molecules or ions with the total composition CH14O6. Source: the Open Molecules 2025 dataset; level of theory: ωB97M-V/def2-TZVPD.

Last column: Löwdin charge in e.
CARTESIAN COORDINATES (ANGSTROEM)
C  -0.076  0.647  4.527  -0.1784
O  1.048  0.404  3.705  -0.1171
H  -0.245  -0.191  5.227  0.0788
H  0.126  1.518  5.129  0.0733
H  -1.025  0.747  4.011  0.0704
H  0.882  -0.463  3.316  0.0733
O  -0.623  -2.425  -1.785  -0.0663
H  -1.107  -2.642  -2.594  0.0451
H  0.105  -1.872  -2.097  0.0173
O  -4.225  -0.741  -0.765  -0.0614
H  -3.295  -0.582  -0.585  0.0280
H  -4.521  -1.409  -0.141  0.0292
O  -1.790  4.466  -0.516  -0.0585
H  -1.955  5.028  -1.277  0.0295
H  -2.460  4.698  0.132  0.0290
O  2.172  -1.521  -1.042  -0.0571
H  1.553  -2.144  -0.633  0.0262
H  2.663  -1.224  -0.267  0.0386
O  3.928  -0.967  -4.728  -0.0595
H  4.100  -0.055  -4.480  0.0303
H  4.745  -1.271  -5.135  0.0293

Properties
Structure (SMILES) = CO.O.O.O.O.O
M = 122.12 Da
Orbital gap = 0.4003 hartree


Version B
6 unconnected molecules or ions with the total composition CH14O6. Source: the Open Molecules 2025 dataset; level of theory: ωB97M-V/def2-TZVPD.

Last column: Löwdin charge in e.
CARTESIAN COORDINATES (ANGSTROEM)
C  -0.713  -1.257  1.023  -0.1233
O  0.366  -0.596  1.648  -0.1324
H  -1.259  -1.857  1.646  0.0540
H  -0.121  -1.625  0.181  0.0985
H  -1.459  -0.591  0.747  0.0535
H  0.048  0.141  2.170  0.0470
O  0.914  2.685  -0.922  -0.1435
H  0.263  3.105  -0.285  0.0470
H  1.187  1.828  -0.310  0.0914
O  -1.484  -2.135  -3.027  -0.0895
H  -0.574  -1.954  -3.217  -0.0254
H  -1.818  -1.371  -2.481  0.0501
O  0.777  -0.580  -2.667  -0.0908
H  0.509  0.319  -2.907  0.0458
H  1.280  -0.217  -1.856  0.0505
O  -1.746  1.511  3.090  -0.0383
H  -2.102  1.405  3.979  0.0487
H  -2.421  1.924  2.559  0.0348
O  2.725  0.003  -0.131  -0.0675
H  2.330  0.057  0.733  0.0023
H  3.299  -0.797  0.026  0.0870

Properties
Structure (SMILES) = CO.O.O.O.O.O
M = 122.12 Da
Orbital gap = 0.3911 hartree


The calculated energies rank the structures as follows, beginning with the most stable: version A, version B.


Version A
C17H25N3O3 in the gas phase. Source: the Open Molecules 2025 dataset; level of theory: ωB97M-V/def2-TZVPD.

Last column: Löwdin charge in e.
CARTESIAN COORDINATES (ANGSTROEM)
C  0.810  0.676  -4.317  -0.0828
O  -0.522  0.753  -4.766  -0.0804
C  -1.467  1.235  -3.915  -0.2670
C  -2.773  1.278  -4.410  -0.0102
C  -3.798  1.751  -3.619  -0.0801
C  -3.548  2.181  -2.325  -0.0581
C  -2.256  2.147  -1.827  -0.2078
C  -1.941  2.595  -0.422  -0.1227
N  -1.246  1.562  0.320  0.0780
C  0.082  1.620  0.567  -0.4855
O  0.759  2.593  0.303  0.0653
C  0.656  0.385  1.250  -0.2227
C  1.931  -0.067  0.523  -0.1139
C  2.863  -0.801  1.496  -0.1392
N  2.124  -1.471  2.551  -0.0653
C  1.536  -2.670  2.194  -0.5113
O  1.542  -3.085  1.049  0.0659
N  0.946  -3.367  3.223  -0.1561
C  0.215  -4.565  2.873  -0.0562
C  1.464  -3.362  4.572  -0.0637
C  1.451  -0.541  3.443  -0.1560
C  1.007  0.731  2.700  -0.1144
C  -1.217  1.675  -2.622  0.0310
H  0.906  0.008  -3.456  0.0929
H  1.378  0.271  -5.153  0.0932
H  1.204  1.663  -4.056  0.0979
H  -2.952  0.936  -5.417  0.1157
H  -4.804  1.781  -4.010  0.1036
H  -4.355  2.548  -1.709  0.1044
H  -2.858  2.869  0.108  0.1220
H  -1.267  3.457  -0.443  0.1304
H  -1.740  0.695  0.457  0.1468
H  -0.081  -0.425  1.247  0.1451
H  2.438  0.810  0.117  0.1162
H  1.662  -0.732  -0.298  0.1128
H  3.444  -1.554  0.963  0.1255
H  3.550  -0.103  1.981  0.1267
H  -0.656  -4.656  3.524  0.0879
H  0.835  -5.462  2.981  0.0923
H  -0.103  -4.487  1.837  0.0856
H  1.857  -4.354  4.819  0.0896
H  0.675  -3.120  5.289  0.0904
H  2.272  -2.642  4.666  0.0815
H  0.575  -1.038  3.863  0.1171
H  2.124  -0.266  4.266  0.1216
H  1.801  1.478  2.691  0.1240
H  0.146  1.165  3.211  0.1236
H  -0.220  1.666  -2.211  0.1063

Properties
Structure (SMILES) = COc1cccc(CNC(=O)C2CCN(C(=O)N(C)C)CC2)c1
M = 319.40 Da
Orbital gap = 0.3377 hartree


Version B
C17H25N3O3 in the gas phase. Source: the Open Molecules 2025 dataset; level of theory: ωB97M-V/def2-TZVPD.

Last column: Löwdin charge in e.
CARTESIAN COORDINATES (ANGSTROEM)
C  -3.766  -0.816  -2.703  -0.0952
O  -2.878  -1.900  -2.517  -0.2076
C  -2.271  -2.374  -3.689  -0.2125
C  -1.283  -1.388  -4.335  -0.1491
N  -0.232  -0.981  -3.434  0.0752
C  -0.191  0.250  -2.873  -0.4668
O  -1.032  1.098  -3.100  0.0499
C  1.036  0.504  -1.992  -0.0812
N  0.851  0.485  -0.559  -0.0873
C  0.390  -0.747  0.057  -0.2731
C  -1.153  -0.679  0.063  -0.0969
C  -1.445  0.830  0.035  -0.1019
C  -0.042  1.473  0.024  -0.2690
C  0.501  1.757  1.429  -0.0402
C  0.648  0.492  2.310  -0.4337
O  -0.538  0.270  3.053  -0.0090
C  1.758  0.721  3.321  -0.1351
C  3.065  0.974  2.915  -0.0326
C  4.044  1.177  3.871  -0.0587
C  3.681  1.119  5.208  -0.1611
N  2.446  0.879  5.608  0.0623
C  1.515  0.687  4.690  -0.0784
C  0.992  -0.762  1.468  -0.0416
H  -4.495  -1.040  -3.490  0.0920
H  -3.233  0.106  -2.952  0.0724
H  -4.283  -0.687  -1.755  0.0935
H  -1.742  -3.282  -3.383  0.1239
H  -3.033  -2.642  -4.438  0.1227
H  -1.802  -0.476  -4.638  0.1185
H  -0.846  -1.862  -5.219  0.1242
H  0.429  -1.684  -3.145  0.1397
H  1.817  -0.225  -2.231  0.1223
H  1.406  1.502  -2.250  0.1346
H  0.760  -1.621  -0.487  0.1452
H  -1.570  -1.191  0.929  0.1130
H  -1.557  -1.167  -0.823  0.0860
H  -2.043  1.181  0.876  0.1105
H  -1.974  1.104  -0.877  0.0933
H  -0.027  2.397  -0.558  0.1523
H  1.476  2.231  1.315  0.1150
H  -0.151  2.457  1.957  0.1345
H  -1.260  0.150  2.430  0.0709
H  3.317  1.013  1.864  0.1165
H  5.066  1.376  3.584  0.0991
H  4.409  1.271  5.995  0.1002
H  0.519  0.494  5.060  0.1151
H  2.075  -0.836  1.361  0.1145
H  0.649  -1.639  2.021  0.1339

Properties
Structure (SMILES) = COCCNC(=O)CN1[C@@H]2CC[C@H]1C[C@](O)(c1cccnc1)C2
M = 319.40 Da
Orbital gap = 0.3371 hartree


The calculated energies rank the structures as follows, beginning with the most stable: version A, version B.


Version A
A gas-phase ion, C4H5N2 (charge +1). Source: the Open Molecules 2025 dataset; level of theory: ωB97M-V/def2-TZVPD.

Last column: Löwdin charge in e.
CARTESIAN COORDINATES (ANGSTROEM)
C  -1.789  0.898  0.361  0.1401
N  -1.049  0.103  -0.228  0.0870
C  -0.392  -1.011  -0.414  -0.0212
C  0.995  -1.102  -0.086  -0.0686
C  1.639  -0.023  0.263  -0.0711
N  2.019  0.942  -0.306  0.2950
H  -2.131  1.828  -0.016  0.1101
H  -2.004  0.620  1.330  0.0963
H  -0.832  -2.003  -0.730  0.1783
H  1.298  -2.146  -0.106  0.1298
H  2.246  1.892  -0.066  0.1242

Properties
Charge = +1
Structure (SMILES) = C=N/C=C\C#[NH+]
M = 81.10 Da
Orbital gap (spin up / spin down) = 0.3127 / 0.3127 hartree


Version B
A gas-phase ion, C4H5N2 (charge +1). Source: the Open Molecules 2025 dataset; level of theory: ωB97M-V/def2-TZVPD.

Last column: Löwdin charge in e.
CARTESIAN COORDINATES (ANGSTROEM)
C  3.060  -0.925  -0.105  0.2685
C  2.250  -0.104  0.224  -0.1975
C  0.128  0.838  -0.061  -0.0804
C  -1.657  -0.821  0.047  -0.0422
N  -0.379  -0.313  -0.109  0.1310
N  1.481  0.922  -0.014  0.0869
H  -0.619  1.669  0.159  0.2122
H  -2.150  -0.866  -1.046  0.1850
H  -1.743  -1.934  0.288  0.1508
H  -2.178  -0.321  0.850  0.1000
H  1.806  1.855  -0.233  0.1857

Properties
Charge = +1
M = 81.10 Da
Orbital gap (spin up / spin down) = 0.2759 / 0.2217 hartree


Version C
A gas-phase ion, C4H5N2 (charge +1). Source: the Open Molecules 2025 dataset; level of theory: ωB97M-V/def2-TZVPD.

Last column: Löwdin charge in e.
CARTESIAN COORDINATES (ANGSTROEM)
C  -1.750  0.709  -0.231  0.0363
C  -1.531  -0.740  -0.170  0.0084
C  -0.575  1.101  0.161  0.3037
C  0.564  0.073  0.547  -0.3432
N  -0.312  -0.950  0.171  0.1555
N  1.677  0.060  -0.345  0.0967
H  -2.561  1.300  -0.580  0.1311
H  -2.123  -1.504  -0.497  0.1197
H  0.905  -0.056  1.614  0.2051
H  1.354  -0.022  -1.394  0.1769
H  2.310  0.823  -0.137  0.1098

Properties
Charge = +1
M = 81.10 Da
Orbital gap (spin up / spin down) = 0.2693 / 0.2899 hartree


The calculated energies rank the structures as follows, beginning with the most stable: version A, version C, version B.